Record 1
A molecular structure, C35H37ClHfP2, computed with wB97M-V/def2-TZVPD.

CARTESIAN COORDINATES (ANGSTROEM)
Hf (0.7851, -0.0588, -5.2187)
C (-0.0740, 0.0694, -1.6432)
C (-0.9496, -0.3052, -2.7015)
C (-2.3704, 0.5091, -2.6694)
C (-2.4278, 1.5875, -3.7779)
C (-0.9474, 2.1074, -4.0458)
C (-0.3305, 2.8222, -3.0116)
C (-0.7364, 2.6632, -1.6152)
C (-0.3891, 1.3012, -0.8084)
C (1.2782, -2.1429, -5.5610)
H (0.6342, -0.6964, -1.2732)
H (-1.0738, -1.3703, -3.1036)
H (-2.4405, 1.0296, -1.6556)
H (-3.2463, -0.2064, -2.7258)
H (-2.9447, 1.2358, -4.7070)
H (-3.0291, 2.4680, -3.4143)
H (-0.8408, 2.5474, -5.0530)
H (0.5115, 3.4832, -3.2667)
H (-1.7936, 2.8948, -1.4369)
H (-0.2291, 3.4610, -1.0737)
H (0.5169, 1.5227, -0.2248)
H (-1.2402, 1.0551, -0.1403)
H (1.7362, -2.3938, -4.5432)
H (1.8961, -2.2348, -6.5351)
H (0.3342, -2.7001, -5.5684)
P (-0.3133, -1.5981, -7.6736)
P (1.3556, 0.8404, -7.3339)
C (-1.1355, -0.0264, -8.1099)
C (-0.3234, 1.0583, -8.0660)
C (-0.4584, -2.7374, -9.2092)
C (-1.4318, -2.4668, -10.1535)
C (-1.6196, -3.4205, -11.1723)
C (-0.8166, -4.5344, -11.3510)
C (0.1412, -4.7381, -10.3629)
C (0.3534, -3.8677, -9.2893)
C (-1.6809, -2.5005, -6.8058)
C (-2.2307, -1.7208, -5.7733)
C (-3.3501, -2.2190, -5.0768)
C (-3.6896, -3.5599, -5.1428)
C (-2.9679, -4.3869, -6.0101)
C (-2.0790, -3.8388, -6.9347)
C (2.2313, 1.0742, -9.0970)
C (2.1271, 0.0397, -10.0561)
C (2.6317, 0.1515, -11.3729)
C (3.2988, 1.3095, -11.7939)
C (3.5277, 2.2843, -10.8249)
C (3.0241, 2.1669, -9.5027)
C (1.8073, 2.4530, -6.6174)
C (3.0447, 2.4768, -5.9452)
C (3.4277, 3.5996, -5.2050)
C (2.5420, 4.6963, -5.1349)
C (1.3491, 4.7028, -5.8875)
C (1.0235, 3.6106, -6.7058)
H (-2.2099, -0.0589, -8.3436)
H (-0.6353, 2.0419, -8.4634)
H (-2.0349, -1.5569, -10.0500)
H (-2.4272, -3.2676, -11.8472)
H (-0.9091, -5.2135, -12.1842)
H (0.7564, -5.6134, -10.3960)
H (1.0638, -4.0312, -8.4440)
H (-1.8685, -0.6847, -5.6530)
H (-3.9363, -1.4640, -4.5125)
H (-4.5034, -3.9139, -4.5106)
H (-3.1458, -5.4624, -5.9452)
H (-1.7276, -4.4358, -7.7693)
H (1.6479, -0.8943, -9.7485)
H (2.4842, -0.6427, -12.1025)
H (3.6684, 1.4051, -12.8203)
H (4.1115, 3.1528, -11.1278)
H (3.2954, 2.9316, -8.7722)
H (3.7014, 1.5875, -6.0116)
H (4.4197, 3.6172, -4.7214)
H (2.8211, 5.5433, -4.4838)
H (0.6984, 5.5896, -5.8632)
H (0.1691, 3.6646, -7.4042)
Cl (2.6547, 0.5782, -3.9197)

Computed properties:
**Relative energy (zero: lowest compared OMol25 entry of this formula, charge and spin)**: 28.6 kcal/mol
**Maximum force**: 7.9 eV Å⁻¹
**Total charge**: +2
**Molar mass**: 733.6 u
**HOMO-LUMO gap**: 6.8 eV
**LUMO energy**: -7.2054 eV
**E_HOMO**: -14.002 eV

Record 2
A molecular structure, C18H15N3OS2, computed with wB97M-V/def2-TZVPD.

CARTESIAN COORDINATES (ANGSTROEM)
O (-0.8820, -1.8804, 2.8225)
N (-1.1093, -0.4357, -2.0009)
N (-1.1532, -1.6167, -1.3463)
S (-0.8735, -0.0896, 0.4441)
S (1.2685, -4.6987, 1.6331)
C (-0.6499, -2.7702, 2.0230)
C (-0.8016, 0.4550, -1.1816)
C (-1.0341, -1.6687, -0.0536)
C (-0.3344, 1.7511, -1.7978)
C (0.2465, 2.7563, -0.9865)
C (-1.2502, -6.9256, -1.5635)
C (1.9944, 6.6018, -1.6016)
C (-0.4147, -5.9128, -1.9952)
C (-1.4488, -7.1302, -0.1911)
C (1.8908, 6.0486, -0.2858)
C (1.5431, 5.8277, -2.6963)
C (0.3640, -5.2480, -1.0294)
C (-0.7427, -6.4287, 0.7780)
C (1.3589, 4.7569, -0.0772)
C (1.1109, 4.4836, -2.4548)
C (0.1999, -5.4884, 0.3708)
C (0.9343, 3.9820, -1.1625)
N (-0.9890, -2.7937, 0.7490)
C (0.1231, -3.8635, 2.7301)
H (-0.4333, 1.6117, -2.9033)
H (0.0630, 2.5649, 0.0403)
H (-1.9104, -7.4596, -2.1782)
H (2.4776, 7.5488, -1.8068)
H (-0.5421, -5.7028, -2.9834)
H (-2.1600, -7.8034, 0.1087)
H (2.3154, 6.6111, 0.5290)
H (1.4289, 6.3846, -3.5758)
H (1.2233, -4.6171, -1.2945)
H (-0.7997, -6.6841, 1.7941)
H (1.2857, 4.2664, 0.8847)
H (0.9322, 3.9100, -3.3855)
H (-0.6199, -3.6927, 0.2921)
H (-0.5925, -4.6365, 3.0116)
H (0.6225, -3.4763, 3.5808)

Computed properties:
**Relative energy (zero: lowest compared OMol25 entry of this formula, charge and spin)**: 44.5 kcal/mol
**Maximum force**: 4.7 eV Å⁻¹
**Molar mass**: 353.5 u
**HOMO-LUMO gap**: 7.9 eV
**LUMO energy**: -0.2063 eV
**E_HOMO**: -8.125 eV

Record 3
A molecular structure, C20H16BiNO5S, computed with wB97M-V/def2-TZVPD.

CARTESIAN COORDINATES (ANGSTROEM)
Bi (1.3830, 0.3878, 0.0084)
O (-1.7319, -5.7091, -2.1000)
C (-1.0639, -4.9681, -2.8316)
O (-0.7436, -5.0058, -4.0266)
C (-0.5506, -3.7194, -2.1209)
C (-1.3333, -2.5619, -2.0829)
C (-0.8500, -1.4230, -1.4948)
N (0.3738, -1.3821, -0.9412)
C (1.1301, -2.4992, -0.9230)
C (0.7009, -3.6693, -1.4971)
C (2.4631, -2.4181, -0.2052)
O (3.1694, -3.3819, -0.0973)
O (2.7352, -1.2316, 0.3142)
H (-2.3230, -2.5639, -2.5196)
H (-1.4285, -0.5130, -1.4273)
H (1.3456, -4.5359, -1.4520)
C (-0.9275, -0.3963, 4.3552)
C (-1.2867, 0.6915, 3.5722)
C (-0.6457, 0.9173, 2.3620)
C (0.3568, 0.0507, 1.9346)
C (0.7230, -1.0352, 2.7256)
C (0.0753, -1.2577, 3.9332)
H (-1.4309, -0.5734, 5.2966)
H (-2.0692, 1.3630, 3.9017)
H (-0.9426, 1.7594, 1.7485)
H (1.5124, -1.7057, 2.4110)
H (0.3562, -2.1060, 4.5433)
C (-1.6023, 1.8572, -3.2292)
S (-0.7367, 2.5901, -1.8448)
O (-0.7484, 1.5214, -0.7618)
C (-1.9720, 3.7675, -1.3497)
C (-1.8869, 5.0583, -1.8491)
C (-2.8583, 5.9801, -1.4873)
C (-3.8804, 5.6061, -0.6261)
C (-3.9394, 4.3134, -0.1201)
C (-2.9807, 3.3798, -0.4816)
H (-2.5514, 1.4513, -2.8811)
H (-0.9675, 1.0729, -3.6386)
H (-1.7655, 2.6340, -3.9752)
H (-1.0720, 5.3429, -2.5040)
H (-2.8083, 6.9914, -1.8671)
H (-4.6323, 6.3292, -0.3398)
H (-4.7330, 4.0320, 0.5588)
H (-2.9995, 2.3712, -0.0890)

Computed properties:
**Relative energy (zero: lowest compared OMol25 entry of this formula, charge and spin)**: 0.0 kcal/mol
**Maximum force**: 0.2 eV Å⁻¹
**Molar mass**: 591.4 u
**HOMO-LUMO gap**: 7.0 eV
**LUMO energy**: -0.7777 eV
**E_HOMO**: -7.775 eV

Record 4
A single C5H8O molecule, computed with wB97M-V/def2-TZVPD.

CARTESIAN COORDINATES (ANGSTROEM)
C (-1.3832, -0.2107, 0.3814)
C (-0.5750, 0.9852, -0.1850)
C (0.7600, 0.3403, -0.7230)
C (1.2752, -0.3046, 0.6366)
C (0.4810, -1.1053, -0.3271)
O (-0.9032, -1.3646, -0.3894)
H (-1.2557, -0.1775, 1.4659)
H (-2.4322, -0.1253, 0.0619)
H (-0.3745, 1.8771, 0.3193)
H (-1.0183, 1.4161, -1.2256)
H (1.2946, 0.9126, -1.5225)
H (0.7393, 0.2348, 1.4881)
H (2.3960, -0.4735, 0.7783)
H (0.9960, -2.0048, -0.7589)

Computed properties:
**Relative energy (zero: lowest compared OMol25 entry of this formula, charge and spin)**: 71.1 kcal/mol
**Maximum force**: 6.0 eV Å⁻¹
**SMILES string**: C1C[C@H]2C[C@H]2O1
**Molar mass**: 84.1 u
**HOMO-LUMO gap**: 10.3 eV
**LUMO energy**: 1.1057 eV
**E_HOMO**: -9.217 eV

Record 5
A molecular structure, C37H38N3O3S4TeW, computed with wB97M-V/def2-TZVPD.

CARTESIAN COORDINATES (ANGSTROEM)
W (1.4995, 0.2508, -0.2316)
O (0.7794, -1.8603, -4.1490)
C (0.9057, -3.1159, -3.6481)
C (0.5355, -4.1451, -4.5078)
C (0.6796, -5.4588, -4.1171)
C (1.2112, -5.7811, -2.8661)
C (1.5689, -4.7695, -2.0097)
C (1.4005, -3.4222, -2.3727)
C (1.7320, -2.3947, -1.3930)
O (1.2186, -1.1573, -1.5313)
N (2.4342, -2.6112, -0.3422)
N (2.5246, -1.4689, 0.4513)
C (3.1245, -1.7538, 1.6138)
S (3.6420, -0.5511, 2.7056)
C (3.9086, -1.7078, 4.0769)
C (4.4334, -2.9939, 3.4812)
S (3.4399, -3.3823, 2.0162)
H (1.0971, -1.2058, -3.5172)
H (0.1550, -3.8830, -5.4860)
H (0.3859, -6.2485, -4.7965)
H (1.3352, -6.8141, -2.5732)
H (1.9827, -4.9935, -1.0352)
H (2.9542, -1.8463, 4.5827)
H (4.6191, -1.2485, 4.7621)
H (4.3364, -3.8285, 4.1741)
H (5.4718, -2.9071, 3.1635)
C (4.0312, 3.6017, 0.0575)
C (3.1136, 2.6132, -0.5873)
S (3.7092, 1.0360, -0.8474)
C (1.8253, 2.9453, -1.0431)
C (1.2142, 4.2949, -0.8553)
S (0.9765, 1.8271, -2.0487)
H (4.8148, 3.1026, 0.6207)
H (3.4961, 4.2853, 0.7158)
H (4.5073, 4.2028, -0.7244)
H (1.5781, 4.7929, 0.0416)
H (0.1325, 4.2277, -0.8026)
H (1.4686, 4.9221, -1.7167)
C (-5.6355, 1.1198, -4.6348)
C (-4.5020, 1.0913, -3.6452)
C (-4.1456, 2.2301, -2.9335)
C (-3.1137, 2.2273, -2.0042)
C (-2.7859, 3.5195, -1.2950)
C (-2.4303, 1.0219, -1.7963)
Te (-1.2206, 0.9591, -0.0784)
N (1.3939, 0.9923, 1.4029)
C (0.6418, 1.3412, 2.5637)
O (-0.5025, 0.9488, 2.6061)
C (1.2780, 2.2313, 3.5451)
C (2.6124, 2.6119, 3.4008)
C (3.1980, 3.4524, 4.3326)
C (2.4451, 3.9195, 5.4044)
C (1.1104, 3.5519, 5.5426)
C (0.5229, 2.7087, 4.6140)
C (-2.4498, -0.5579, 0.7495)
C (-3.7977, -0.2193, 0.7313)
C (-4.7172, -1.0472, 1.3574)
C (-4.2840, -2.2089, 1.9760)
C (-2.9359, -2.5374, 1.9704)
C (-1.9902, -1.7154, 1.3638)
C (-0.5417, -2.1020, 1.3694)
C (-2.7400, -0.1418, -2.5082)
C (-2.0355, -1.4632, -2.3548)
C (-3.7759, -0.0719, -3.4328)
H (-6.2511, 2.0086, -4.5123)
H (-6.2680, 0.2394, -4.5256)
H (-5.2494, 1.1162, -5.6559)
H (-4.6906, 3.1520, -3.1027)
H (-3.3868, 4.3323, -1.6969)
H (-1.7382, 3.7850, -1.4397)
H (-2.9760, 3.4701, -0.2210)
H (3.1876, 2.2550, 2.5547)
H (4.2334, 3.7489, 4.2258)
H (2.8985, 4.5834, 6.1291)
H (0.5282, 3.9260, 6.3738)
H (-0.5149, 2.4148, 4.7040)
H (-4.1423, 0.6802, 0.2351)
H (-5.7645, -0.7768, 1.3621)
H (-4.9948, -2.8642, 2.4614)
H (-2.6054, -3.4519, 2.4475)
H (-0.3735, -3.0056, 1.9544)
H (0.0590, -1.3087, 1.8209)
H (-0.1967, -2.3184, 0.3542)
H (-1.2621, -1.4463, -1.5908)
H (-1.5596, -1.7412, -3.2947)
H (-2.7458, -2.2496, -2.0938)
H (-4.0280, -0.9641, -3.9971)

Computed properties:
**Maximum force**: 2.5 eV Å⁻¹
**Total charge**: +2
**Molar mass**: 1012.4 u
**Spin multiplicity**: 2
**HOMO-LUMO gap (alpha / beta)**: 5.6 / 4.7 eV
**LUMO energy (alpha / beta)**: -7.4726 / -8.3360 eV
**E_HOMO (alpha / beta)**: -13.093 / -13.083 eV

Record 6
A molecular structure, C18H45BeFN3O6Pb, computed with wB97M-V/def2-TZVPD.

CARTESIAN COORDINATES (ANGSTROEM)
Be (15.7076, -19.5894, -10.8743)
Pb (12.9734, -17.9988, -13.5006)
F (13.8786, -17.7109, -11.2684)
C (18.7234, -18.0477, -9.4935)
O (17.2965, -18.2209, -9.4600)
C (16.6890, -17.7346, -8.2746)
C (15.2272, -18.1188, -8.2049)
N (15.0087, -19.5267, -8.4183)
C (13.5893, -19.7955, -8.4832)
C (13.4007, -21.2262, -8.8876)
O (14.0781, -21.4164, -10.1519)
C (13.5079, -22.4266, -11.0081)
H (19.1423, -18.4468, -10.4168)
H (19.2070, -18.6644, -8.7354)
H (18.9260, -16.9809, -9.4163)
H (16.7544, -16.6462, -8.1861)
H (17.2813, -18.0864, -7.4232)
H (14.7298, -17.5538, -9.0027)
H (14.6739, -17.7167, -7.3498)
H (15.4465, -19.9573, -7.6069)
H (13.1045, -19.1485, -9.2190)
H (13.0421, -19.5425, -7.5696)
H (12.3270, -21.3729, -9.0150)
H (13.8197, -21.9077, -8.1458)
H (13.8251, -22.1013, -12.0039)
H (12.4204, -22.4653, -11.0569)
H (13.9258, -23.4325, -10.9636)
C (17.1119, -16.6138, -11.9428)
O (16.9242, -17.9744, -12.2861)
C (17.8430, -18.5605, -13.1607)
C (17.5111, -20.0387, -13.3202)
N (17.6928, -20.6970, -12.0162)
C (16.8284, -21.8975, -12.0339)
C (16.7542, -22.4610, -10.6088)
O (16.3908, -21.4686, -9.6406)
C (17.4853, -21.0176, -8.8693)
H (17.5061, -15.9997, -12.7537)
H (17.8680, -16.4917, -11.1631)
H (16.2542, -16.1991, -11.4145)
H (18.8794, -18.3526, -12.8791)
H (17.8283, -18.1510, -14.1782)
H (18.2952, -20.3832, -13.9982)
H (16.5258, -20.1036, -13.7809)
H (18.6400, -21.0572, -11.9714)
H (17.2354, -22.6972, -12.6592)
H (15.8153, -21.6955, -12.3939)
H (17.7056, -22.9272, -10.3489)
H (15.9904, -23.2388, -10.6043)
H (17.8775, -21.7220, -8.1320)
H (17.0966, -20.2204, -8.2325)
H (18.3337, -20.5876, -9.4000)
C (16.5029, -12.3634, -13.8044)
O (15.8546, -13.6222, -13.8092)
C (14.8682, -13.6617, -14.8422)
C (14.2154, -14.9959, -14.9538)
N (14.1216, -15.6525, -13.6272)
C (13.2287, -14.9088, -12.7521)
C (11.7205, -15.1194, -12.9873)
O (11.1959, -16.4805, -13.0401)
C (9.8326, -16.5045, -12.6250)
H (15.8839, -11.4763, -13.6524)
H (17.0548, -12.2136, -14.7351)
H (17.1880, -12.4182, -12.9594)
H (15.3152, -13.2875, -15.7659)
H (14.0620, -12.9320, -14.6908)
H (14.8946, -15.6035, -15.5638)
H (13.2847, -15.0504, -15.5179)
H (15.0531, -15.4742, -13.2495)
H (13.2614, -13.8214, -12.6651)
H (13.4714, -15.3227, -11.7680)
H (11.5876, -14.6521, -13.9670)
H (11.1266, -14.5979, -12.2405)
H (9.5067, -17.5426, -12.5764)
H (9.1507, -15.8910, -13.2120)
H (9.7572, -16.1641, -11.5892)

Computed properties:
**Relative energy (zero: lowest compared OMol25 entry of this formula, charge and spin)**: 48.3 kcal/mol
**Maximum force**: 3.5 eV Å⁻¹
**Total charge**: +3
**Molar mass**: 634.8 u
**HOMO-LUMO gap**: 6.9 eV
**LUMO energy**: -10.3458 eV
**E_HOMO**: -17.292 eV